Here is one molecule with the formula C6H10 from the Open Molecules 2025 dataset. Energies are from ωB97M-V with the def2-TZVPD basis set.

The geometry in XYZ format:
```
16
C6H10 (ωB97M-V with the def2-TZVPD basis set)
C -1.57 1.58 -1.41
C -0.11 1.26 -1.76
C 0.54 0.55 -0.65
C 0.97 -0.06 0.30
C 1.36 -0.87 1.46
C 0.31 -1.96 1.72
H -2.10 0.67 -1.11
H -1.62 2.28 -0.58
H -2.09 2.02 -2.27
H -0.07 0.63 -2.66
H 0.44 2.18 -2.00
H 1.45 -0.23 2.34
H 2.34 -1.32 1.29
H 0.21 -2.61 0.84
H 0.59 -2.58 2.58
H -0.67 -1.51 1.91
```

## Properties
Structure (SMILES): CCC#CCC
HOMO energy (Eh): -0.3438
Gap between HOMO and LUMO (eV): 10.45
Electronic energy (a.u.): -234.5564
Strongest force on any atom (eV Å⁻¹): 0.5


Here is one molecule with the formula C6H10 from the Open Molecules 2025 dataset. Energies are from ωB97M-V with the def2-TZVPD basis set.

The geometry in XYZ format:
```
16
C6H10 (ωB97M-V with the def2-TZVPD basis set)
C 2.59 -0.01 -0.09
C 1.41 0.42 -0.80
C 0.24 0.62 -1.09
C -0.62 0.04 0.06
C -1.32 -1.21 -0.46
C -1.48 1.14 0.63
H 2.54 -1.10 0.04
H 3.48 0.26 -0.63
H 2.61 0.45 0.90
H 0.04 -0.30 0.88
H -1.95 -0.97 -1.32
H -1.93 -1.66 0.33
H -0.57 -1.95 -0.78
H -2.16 1.52 -0.13
H -2.04 0.79 1.50
H -0.83 1.97 0.95
```

## Properties
Structure (SMILES): CC#CC(C)C
HOMO energy (Eh): -0.3397
Gap between HOMO and LUMO (eV): 10.13
Electronic energy (a.u.): -234.4881
Strongest force on any atom (eV Å⁻¹): 1.0


Here is C6H10 as an isolated structure from the Open Molecules 2025 dataset. Energies are from ωB97M-V with the def2-TZVPD basis set.

The geometry in XYZ format:
```
16
C6H10 (ωB97M-V with the def2-TZVPD basis set)
C 1.60 -0.24 0.95
C 0.62 -0.95 0.04
C -0.86 -0.85 0.23
C -1.31 1.18 0.42
C -0.47 1.22 -0.87
C -0.21 -0.26 -1.00
H 1.80 -0.84 1.84
H 1.21 0.73 1.28
H 2.55 -0.07 0.43
H 0.93 -1.94 -0.27
H -1.56 -1.68 0.26
H -2.36 1.03 0.12
H -1.04 0.01 1.05
H 0.44 1.83 -0.78
H -1.04 1.59 -1.73
H -0.31 -0.75 -1.97
```

## Properties
HOMO energy (Eh): -0.2910
Gap between HOMO and LUMO (eV): 8.99
Electronic energy (a.u.): -234.4219
Strongest force on any atom (eV Å⁻¹): 0.2


Here is one molecule with the formula C6H10 from the Open Molecules 2025 dataset. Energies are from ωB97M-V with the def2-TZVPD basis set.

The geometry in XYZ format:
```
16
C6H10 (ωB97M-V with the def2-TZVPD basis set)
C -0.94 0.42 -1.49
C 0.47 0.43 -0.92
C 0.84 1.11 0.39
C -0.20 0.54 1.40
C -0.07 -0.96 1.05
C 0.96 -0.71 -0.05
H -1.20 1.43 -1.83
H -1.70 0.10 -0.77
H -0.99 -0.24 -2.36
H 1.20 0.66 -1.70
H 1.76 -0.02 0.56
H 0.07 0.76 2.43
H -1.19 0.97 1.21
H -0.98 -1.47 0.70
H 0.35 -1.53 1.88
H 1.61 -1.47 -0.49
```

## Properties
HOMO energy (Eh): -0.2914
Gap between HOMO and LUMO (eV): 8.92
Electronic energy (a.u.): -234.4551
Strongest force on any atom (eV Å⁻¹): 0.2


Here is one molecule with the formula C6H10 from the Open Molecules 2025 dataset. Energies are from ωB97M-V with the def2-TZVPD basis set.

The geometry in XYZ format:
```
16
C6H10 (ωB97M-V with the def2-TZVPD basis set)
C 1.77 0.69 0.06
C 1.31 -0.77 0.09
C -0.09 -1.69 -1.62
C -0.07 -1.01 -0.50
C -1.36 -0.58 0.18
C -1.70 0.90 0.02
H 1.73 1.09 -0.96
H 1.15 1.33 0.70
H 2.80 0.77 0.42
H 2.04 -1.38 -0.46
H 1.30 -1.15 1.12
H -1.29 -0.85 1.24
H -2.19 -1.18 -0.23
H -1.75 1.17 -1.04
H -2.68 1.11 0.47
H -0.97 1.54 0.50
```

## Properties
HOMO energy (Eh): -0.3560
Gap between HOMO and LUMO (eV): 9.75
Electronic energy (a.u.): -234.4793
Strongest force on any atom (eV Å⁻¹): 0.7


Here is a 2-piece molecular cluster, C6H10 overall from the Open Molecules 2025 dataset. Energies are from ωB97M-V with the def2-TZVPD basis set.

The geometry in XYZ format:
```
16
C6H10 (ωB97M-V with the def2-TZVPD basis set)
C -0.85 1.18 -1.13
C -2.16 0.46 -1.14
C -0.92 -0.27 -0.74
C 0.53 -0.75 1.73
C 1.74 -1.29 1.01
C 1.70 0.14 1.42
H -0.68 1.92 -0.35
H -0.40 1.43 -2.09
H -2.88 0.69 -0.36
H -2.61 0.21 -2.10
H -0.49 -1.01 -1.41
H -0.84 -0.52 0.32
H 2.30 -2.03 1.57
H 1.63 -1.53 -0.05
H 2.23 0.49 2.30
H 1.57 0.90 0.65
```

## Properties
HOMO energy (Eh): -0.3309
Gap between HOMO and LUMO (eV): 8.80
Electronic energy (a.u.): -234.4031
Strongest force on any atom (eV Å⁻¹): 0.4


Here is one molecule with the formula C6H10 from the Open Molecules 2025 dataset. Energies are from ωB97M-V with the def2-TZVPD basis set.

The geometry in XYZ format:
```
16
C6H10 (ωB97M-V with the def2-TZVPD basis set)
C -2.06 0.19 0.79
C -1.59 1.26 0.15
C -0.30 1.47 -0.53
C 0.66 0.60 -0.88
C 0.73 -0.89 -0.66
C 1.59 -1.24 0.56
H -1.50 -0.74 0.89
H -3.05 0.21 1.24
H -2.24 2.14 0.13
H -0.12 2.51 -0.80
H 1.53 1.03 -1.37
H 1.19 -1.34 -1.55
H -0.27 -1.32 -0.57
H 1.11 -0.89 1.49
H 2.57 -0.76 0.50
H 1.74 -2.33 0.64
```

## Properties
Structure (SMILES): C=C/C=C\CC
HOMO energy (Eh): -0.3200
Gap between HOMO and LUMO (eV): 9.64
Electronic energy (a.u.): -234.5664
Strongest force on any atom (eV Å⁻¹): 0.2


Here is C6H10 as an isolated structure from the Open Molecules 2025 dataset. Energies are from ωB97M-V with the def2-TZVPD basis set.

The geometry in XYZ format:
```
16
C6H10 (ωB97M-V with the def2-TZVPD basis set)
C -0.40 1.35 1.06
C 0.79 0.45 0.76
C 0.81 -1.40 0.16
C -0.64 -1.44 -0.39
C -0.34 -0.30 -1.40
C 0.98 -0.12 -0.65
H -0.37 1.67 2.11
H -1.35 0.85 0.89
H -0.36 2.24 0.43
H 1.74 0.84 1.11
H 0.72 -0.52 1.43
H -0.80 -2.42 -0.85
H -1.46 -1.28 0.32
H -1.02 0.56 -1.44
H -0.19 -0.67 -2.41
H 1.91 0.18 -1.13
```

## Properties
HOMO energy (Eh): -0.2968
Gap between HOMO and LUMO (eV): 9.12
Electronic energy (a.u.): -234.4467
Strongest force on any atom (eV Å⁻¹): 0.2


Here is one molecule with the formula C6H10 from the Open Molecules 2025 dataset. Energies are from ωB97M-V with the def2-TZVPD basis set.

The geometry in XYZ format:
```
16
C6H10 (ωB97M-V with the def2-TZVPD basis set)
C -0.27 -0.26 3.52
C -0.60 -0.44 2.38
C -0.98 -0.63 0.97
C 0.18 -0.42 -0.02
C -0.17 0.55 -1.15
C 0.97 0.75 -2.14
H 0.02 -0.09 4.53
H -1.79 0.08 0.74
H -1.42 -1.62 0.85
H 0.49 -1.38 -0.45
H 1.06 -0.04 0.52
H -0.45 1.52 -0.71
H -1.06 0.19 -1.68
H 1.87 1.12 -1.63
H 0.71 1.46 -2.93
H 1.24 -0.20 -2.62
```

## Properties
Structure (SMILES): C#CCCCC
HOMO energy (Eh): -0.3635
Gap between HOMO and LUMO (eV): 11.04
Electronic energy (a.u.): -234.5461
Strongest force on any atom (eV Å⁻¹): 0.5


Here is one molecule with the formula C6H10 from the Open Molecules 2025 dataset. Energies are from ωB97M-V with the def2-TZVPD basis set.

The geometry in XYZ format:
```
16
C6H10 (ωB97M-V with the def2-TZVPD basis set)
C 2.67 0.27 -0.54
C 1.66 0.16 0.52
C 0.54 -0.06 0.89
C -0.86 -0.45 0.63
C -0.81 -0.56 -0.93
C -1.91 0.55 1.13
H 3.04 1.28 -0.69
H 3.51 -0.41 -0.39
H 2.14 -0.05 -1.46
H -1.08 -1.42 1.08
H -1.44 0.21 -1.38
H -1.12 -1.56 -1.27
H 0.20 -0.40 -1.36
H -1.72 1.54 0.71
H -2.93 0.25 0.85
H -1.90 0.65 2.22
```

## Properties
Structure (SMILES): CC#CC(C)C
HOMO energy (Eh): -0.3344
Gap between HOMO and LUMO (eV): 10.17
Electronic energy (a.u.): -234.5224
Strongest force on any atom (eV Å⁻¹): 0.8


Here is one molecule with the formula C6H10 from the Open Molecules 2025 dataset. Energies are from ωB97M-V with the def2-TZVPD basis set.

The geometry in XYZ format:
```
16
C6H10 (ωB97M-V with the def2-TZVPD basis set)
C -2.38 -0.76 1.40
C -1.60 0.02 0.45
C -0.87 0.61 -0.32
C 0.16 1.19 -1.17
C 1.54 0.46 -1.05
C 1.67 -0.60 0.05
H -3.43 -0.45 1.42
H -2.35 -1.82 1.15
H -1.97 -0.64 2.41
H 0.27 2.25 -0.94
H -0.17 1.15 -2.22
H 1.76 0.00 -2.01
H 2.31 1.23 -0.90
H 2.05 -0.19 1.00
H 2.36 -1.39 -0.26
H 0.71 -1.07 0.26
```

## Properties
Structure (SMILES): CC#CCCC
HOMO energy (Eh): -0.3422
Gap between HOMO and LUMO (eV): 10.39
Electronic energy (a.u.): -234.5468
Strongest force on any atom (eV Å⁻¹): 0.5


Here is C6H10 as an isolated structure in a non-equilibrium geometry from the Open Molecules 2025 dataset. Energies are from ωB97M-V with the def2-TZVPD basis set.

The geometry in XYZ format:
```
16
C6H10 (ωB97M-V with the def2-TZVPD basis set)
C 0.30 1.16 -0.32
C 0.84 1.51 -1.53
C 0.49 -0.77 -0.26
C 0.47 0.16 0.73
C -0.18 0.18 2.06
C -0.72 -1.50 -0.77
H -0.63 1.54 -0.02
H 1.79 1.00 -1.87
H 0.37 2.40 -2.02
H 1.41 -1.00 -0.80
H -0.50 -0.85 2.42
H -0.93 0.94 2.03
H 0.45 0.59 2.87
H -0.92 -1.33 -1.78
H -1.66 -1.45 -0.14
H -0.57 -2.59 -0.60
```

## Properties
HOMO energy (Eh): -0.2406
Gap between HOMO and LUMO (eV): 7.16
Electronic energy (a.u.): -234.4214
Strongest force on any atom (eV Å⁻¹): 5.0


Here is one molecule with the formula C6H10 from the Open Molecules 2025 dataset. Energies are from ωB97M-V with the def2-TZVPD basis set.

The geometry in XYZ format:
```
16
C6H10 (ωB97M-V with the def2-TZVPD basis set)
C 1.86 -0.02 0.35
C 0.35 -0.11 0.16
C -0.20 0.22 -1.23
C -1.45 0.10 -0.33
C -0.80 -1.19 0.24
C -0.69 0.88 0.76
H 2.11 1.05 0.31
H 2.40 -0.47 -0.50
H 2.27 -0.43 1.27
H 0.11 1.19 -1.62
H 0.00 -0.58 -1.96
H -2.51 0.24 -0.61
H -1.15 -1.51 1.23
H -0.79 -2.03 -0.45
H -0.52 1.95 0.58
H -1.00 0.69 1.79
```

## Properties
HOMO energy (Eh): -0.3850
Gap between HOMO and LUMO (eV): 11.53
Electronic energy (a.u.): -234.5325
Strongest force on any atom (eV Å⁻¹): 0.4


Here is one molecule with the formula C6H10 from the Open Molecules 2025 dataset. Energies are from ωB97M-V with the def2-TZVPD basis set.

The geometry in XYZ format:
```
16
C6H10 (ωB97M-V with the def2-TZVPD basis set)
C 2.80 0.15 0.45
C 1.87 -0.63 -0.48
C 0.48 -0.60 -0.03
C -0.67 -0.49 0.34
C -2.08 -0.18 0.60
C -2.61 0.67 -0.57
H 2.58 1.22 0.40
H 2.68 -0.17 1.49
H 3.85 0.00 0.17
H 1.91 -0.21 -1.49
H 2.21 -1.67 -0.57
H -2.17 0.37 1.54
H -2.67 -1.10 0.71
H -2.55 0.10 -1.50
H -3.64 0.98 -0.40
H -1.98 1.56 -0.68
```

## Properties
Structure (SMILES): CCC#CCC
HOMO energy (Eh): -0.3433
Gap between HOMO and LUMO (eV): 10.42
Electronic energy (a.u.): -234.5553
Strongest force on any atom (eV Å⁻¹): 0.5


Here is one molecule with the formula C6H10 in a non-equilibrium geometry from the Open Molecules 2025 dataset. Energies are from ωB97M-V with the def2-TZVPD basis set.

The geometry in XYZ format:
```
16
C6H10 (ωB97M-V with the def2-TZVPD basis set)
C -0.80 -0.86 1.30
C -0.56 0.48 0.61
C 0.89 0.91 0.75
C 1.10 0.88 -0.68
C -0.08 -0.95 -1.51
C -0.37 0.34 -0.94
H -1.02 -0.72 2.37
H -1.64 -1.38 0.82
H 0.07 -1.52 1.23
H -1.33 1.19 0.94
H 0.88 1.97 -0.29
H 1.57 0.74 1.58
H 2.02 0.76 -1.25
H 0.33 -1.76 -0.92
H -0.09 -1.07 -2.59
H -0.98 0.99 -1.57
```

## Properties
HOMO energy (spin up / spin down) (Eh): -0.2339 / -0.2721
Gap between HOMO and LUMO (spin up / spin down) (eV): 6.99 / 8.52
Electronic energy (a.u.): -234.3943
Strongest force on any atom (eV Å⁻¹): 2.3


Here is C6H10 as an isolated structure in a non-equilibrium geometry from the Open Molecules 2025 dataset. Energies are from ωB97M-V with the def2-TZVPD basis set.

The geometry in XYZ format:
```
16
C6H10 (ωB97M-V with the def2-TZVPD basis set)
C -0.66 1.36 -0.16
C 0.47 0.59 -0.87
C 1.75 0.70 -1.40
C 0.66 -0.63 0.62
C -0.35 -1.17 1.50
C -1.47 -1.84 1.27
H -0.42 2.18 0.56
H -1.29 0.70 0.42
H -1.30 1.93 -0.84
H 1.91 0.39 -2.43
H 2.41 1.47 -1.09
H 1.42 -1.33 0.26
H 1.23 0.13 1.17
H -0.31 -0.01 -1.42
H -1.95 -2.18 0.33
H -2.12 -2.29 2.07
```

## Properties
HOMO energy (Eh): -0.2864
Gap between HOMO and LUMO (eV): 6.76
Electronic energy (a.u.): -234.3580
Strongest force on any atom (eV Å⁻¹): 4.8


Here is one molecule with the formula C6H10 in a non-equilibrium geometry from the Open Molecules 2025 dataset. Energies are from ωB97M-V with the def2-TZVPD basis set.

The geometry in XYZ format:
```
16
C6H10 (ωB97M-V with the def2-TZVPD basis set)
C -2.03 -1.27 0.06
C -1.77 -0.21 0.58
C -0.84 0.81 1.01
C 0.55 0.31 0.33
C 0.72 -1.18 -0.08
C 0.90 1.12 -0.95
H -2.38 -2.17 -0.37
H -0.84 0.88 2.12
H -1.14 1.82 0.68
H 1.31 0.44 1.10
H 1.80 -1.13 -0.24
H 0.29 -1.49 -1.05
H 0.52 -1.95 0.67
H 0.30 2.03 -0.95
H 1.95 1.41 -1.04
H 0.65 0.57 -1.87
```

## Properties
Structure (SMILES): C#CCC(C)C
HOMO energy (Eh): -0.3520
Gap between HOMO and LUMO (eV): 10.68
Electronic energy (a.u.): -234.5119
Strongest force on any atom (eV Å⁻¹): 1.1


Here is one molecule with the formula C6H10 in a non-equilibrium geometry from the Open Molecules 2025 dataset. Energies are from ωB97M-V with the def2-TZVPD basis set.

The geometry in XYZ format:
```
16
C6H10 (ωB97M-V with the def2-TZVPD basis set)
C 1.46 0.60 -0.16
C 0.46 1.53 -0.17
C -0.97 1.14 0.30
C -1.37 -0.34 -0.09
C -0.10 -1.28 -0.28
C 1.23 -0.73 0.40
H 2.46 0.95 -0.50
H 0.56 2.51 -0.77
H -1.70 1.85 0.03
H -0.91 0.97 1.36
H -1.92 -0.44 -1.08
H -2.08 -0.81 0.59
H 0.12 -1.47 -1.40
H -0.44 -2.37 0.08
H 2.14 -1.35 0.20
H 1.08 -0.76 1.49
```

## Properties
Structure (SMILES): C1=CCCCC1
HOMO energy (Eh): -0.3319
Gap between HOMO and LUMO (eV): 10.20
Electronic energy (a.u.): -234.5586
Strongest force on any atom (eV Å⁻¹): 3.8


Here is C6H10 as an isolated structure from the Open Molecules 2025 dataset. Energies are from ωB97M-V with the def2-TZVPD basis set.

The geometry in XYZ format:
```
16
C6H10 (ωB97M-V with the def2-TZVPD basis set)
C 0.60 -0.63 1.09
C -0.90 -0.78 0.75
C -0.94 0.11 -0.52
C 0.35 -0.32 -1.26
C 1.03 0.33 -0.04
C -0.12 1.35 -0.08
H 0.74 -0.20 2.07
H 1.18 -1.56 1.03
H -1.21 -1.80 0.52
H -1.56 -0.40 1.55
H -1.88 0.19 -1.06
H 0.54 0.24 -2.19
H 0.51 -1.39 -1.43
H 2.07 0.63 -0.06
H 0.00 2.10 -0.86
H -0.40 1.86 0.87
```

## Properties
HOMO energy (Eh): -0.3962
Gap between HOMO and LUMO (eV): 11.97
Electronic energy (a.u.): -234.5805
Strongest force on any atom (eV Å⁻¹): 0.8


Here is C6H10BaF14N2O10PS4 as an isolated structure in a non-equilibrium geometry from the Open Molecules 2025 dataset. Energies are from ωB97M-V with the def2-TZVPD basis set.

The geometry in XYZ format:
```
48
C6H10BaF14N2O10PS4 (ωB97M-V with the def2-TZVPD basis set)
Ba -0.32 0.12 0.04
P -1.58 -0.77 3.15
F -1.19 -1.75 4.35
F -1.23 0.51 4.08
F -0.03 -0.77 2.60
F -1.99 0.28 1.91
F -1.81 -2.02 2.14
F -3.12 -0.80 3.56
C 0.69 -3.87 -2.02
F 0.20 -5.01 -2.44
F 1.91 -4.08 -1.49
F 0.78 -3.01 -3.02
S -0.42 -3.20 -0.66
O -1.21 -4.31 -0.30
O 0.39 -2.64 0.41
N -1.19 -1.92 -1.43
S -2.48 -2.58 -2.15
O -2.19 -3.62 -3.08
O -3.58 -2.77 -1.26
C -2.98 -1.12 -3.18
F -2.62 0.03 -2.58
F -2.46 -1.16 -4.40
F -4.32 -1.13 -3.29
N -0.43 2.58 -0.81
S 0.54 3.76 -1.28
O 1.19 4.54 -0.29
O 0.17 4.41 -2.48
F 1.74 2.80 -1.80
S -1.80 3.54 -0.49
O -2.61 4.03 -1.55
O -1.63 4.34 0.66
F -2.66 2.28 -0.06
C 0.64 2.62 2.53
O 1.17 1.52 1.84
C 2.49 1.74 1.38
C 3.10 0.41 0.98
O 2.29 -0.28 0.05
C 2.91 -1.37 -0.60
H 0.82 3.55 1.98
H 1.06 2.67 3.54
H -0.43 2.46 2.63
H 3.10 2.13 2.21
H 2.57 2.46 0.56
H 3.20 -0.19 1.90
H 4.12 0.59 0.60
H 2.17 -1.74 -1.29
H 3.24 -2.18 0.05
H 3.78 -1.06 -1.19
```

## Properties
HOMO energy (Eh): -0.3049
Gap between HOMO and LUMO (eV): 10.24
Charge: -1
Electronic energy (a.u.): -4454.6658
Strongest force on any atom (eV Å⁻¹): 4.0